Computed, not measured: a cluster of 2 separate species, H5P3S in total at a distorted geometry, with ωB97M-V with the def2-TZVPD basis set.

## Properties
E = -1425.10886 Eh
LUMO energy = -0.8 eV
Gap between HOMO and LUMO = 0.27197 Eh
2S+1 = 1
Energy above the lowest of the compared OMol25 structures with the same formula, charge and spin = 2.257 eV
Total charge = 0
Highest occupied orbital energy = -8.25 eV

Atoms and positions in Å:
P1 1.4889 -0.6511 -0.1089
P2 -1.8166 -0.6864 -0.4137
P3 0.7055 1.3035 -0.4871
S1 -1.2718 1.2969 0.3776
H1 0.9466 -1.2730 -1.2917
H2 2.7888 -0.1991 -0.4698
H3 -1.2794 -1.0659 0.7553
H4 -3.1675 -0.5377 0.1896
H5 1.6056 1.8127 1.4487